Record 1
{"formula": "C30H62N4O8P", "method": "the ωB97M-V functional and the def2-TZVPD basis", "species": ["C", "C", "P", "C", "C", "C", "N", "C", "N", "C", "C", "C", "C", "C", "C", "C", "C", "N", "N", "H", "H", "H", "H", "H", "H", "H", "H", "H", "H", "H", "H", "H", "H", "H", "H", "H", "H", "H", "H", "H", "H", "C", "O", "C", "C", "O", "C", "H", "H", "H", "H", "H", "H", "H", "H", "H", "H", "C", "O", "C", "C", "O", "C", "H", "H", "H", "H", "H", "H", "H", "H", "H", "H", "C", "O", "C", "C", "O", "C", "H", "H", "H", "H", "H", "H", "H", "H", "H", "H", "C", "O", "C", "C", "O", "C", "H", "H", "H", "H", "H", "H", "H", "H", "H", "H"], "positions_angstrom": [[3.878, -0.791, 3.640], [2.237, -0.752, 3.655], [1.524, 0.957, 3.051], [2.359, 1.342, 1.366], [2.721, -0.006, 0.495], [-0.346, 0.628, 2.849], [-1.249, 0.541, 1.639], [-2.601, 0.198, 2.294], [-3.821, -0.044, 1.649], [-4.977, -0.409, 2.604], [-4.656, -1.988, 3.055], [-4.719, -2.538, 4.599], [-4.307, -4.143, 4.818], [-3.854, -5.120, 3.581], [-3.396, -6.716, 3.751], [-3.819, -4.558, 2.006], [-4.213, -2.981, 1.785], [-2.349, 0.173, 3.812], [-1.038, 0.414, 4.193], [4.348, -0.962, 4.720], [4.379, 0.124, 3.104], [4.182, -1.749, 3.008], [1.856, -1.581, 2.890], [1.800, -1.075, 4.705], [3.315, 1.983, 1.607], [1.555, 1.955, 0.734], [2.038, -0.927, 0.803], [3.837, -0.379, 0.644], [2.496, 0.251, -0.635], [-3.931, -0.028, 0.599], [-4.968, 0.330, 3.518], [-6.020, -0.426, 2.063], [-5.014, -1.818, 5.491], [-4.331, -4.568, 5.910], [-4.159, -7.439, 3.203], [-2.384, -6.805, 3.131], [-3.175, -7.015, 4.861], [-3.524, -5.285, 1.127], [-4.166, -2.540, 0.694], [-3.036, -0.006, 4.593], [-0.576, 0.468, 5.128], [-9.973, 1.055, -2.021], [-10.144, 1.885, -0.876], [-10.156, 1.137, 0.342], [-8.791, 1.179, 1.040], [-7.783, 0.526, 0.261], [-6.998, 1.448, -0.489], [-9.662, 1.685, -2.858], [-9.212, 0.288, -1.866], [-10.925, 0.577, -2.274], [-10.475, 0.103, 0.160], [-10.898, 1.604, 0.998], [-8.867, 0.633, 1.988], [-8.496, 2.208, 1.272], [-6.249, 1.903, 0.164], [-7.603, 2.231, -0.950], [-6.486, 0.895, -1.281], [7.035, -0.702, -2.379], [6.020, 0.077, -1.754], [6.054, 1.446, -2.165], [5.013, 1.733, -3.254], [5.304, 1.018, -4.460], [4.538, -0.176, -4.579], [6.767, -1.758, -2.278], [7.137, -0.473, -3.441], [7.991, -0.532, -1.876], [7.061, 1.727, -2.498], [5.815, 2.051, -1.284], [5.048, 2.800, -3.498], [4.000, 1.505, -2.903], [3.531, 0.070, -4.926], [4.473, -0.726, -3.637], [5.019, -0.819, -5.321], [0.135, -4.812, -1.570], [-0.880, -4.032, -0.945], [-0.846, -2.663, -1.356], [-1.887, -2.377, -2.444], [-1.596, -3.092, -3.650], [-2.362, -4.286, -3.769], [-0.133, -5.867, -1.469], [0.237, -4.583, -2.632], [1.091, -4.641, -1.066], [0.161, -2.383, -1.689], [-1.085, -2.058, -0.475], [-1.852, -1.309, -2.688], [-2.900, -2.605, -2.093], [-3.369, -4.039, -4.117], [-2.427, -4.835, -2.828], [-1.881, -4.928, -4.511], [9.200, 6.294, -2.243], [8.354, 7.137, -1.467], [7.023, 7.200, -1.987], [6.078, 6.262, -1.227], [6.440, 4.889, -1.410], [7.202, 4.381, -0.320], [10.077, 6.041, -1.640], [8.705, 5.367, -2.535], [9.531, 6.829, -3.138], [7.016, 6.981, -3.062], [6.676, 8.229, -1.854], [5.067, 6.383, -1.631], [6.042, 6.514, -0.161], [6.532, 4.130, 0.507], [7.958, 5.089, 0.026], [7.708, 3.471, -0.651]], "forces_ev_per_a": [[0.475, -0.961, -0.181], [-0.392, -1.702, -0.700], [0.394, 0.014, 0.364], [-0.559, -0.799, -1.100], [-0.103, -0.336, -0.236], [-2.957, -1.227, -0.118], [-1.234, -0.996, 7.320], [3.739, 0.884, 1.301], [1.262, 0.770, 2.553], [0.105, -2.045, 0.210], [0.806, -3.090, 0.903], [1.406, -2.469, -4.251], [0.257, 1.228, -3.395], [-0.918, 2.713, -0.761], [0.486, 1.058, -0.886], [-1.392, 3.466, 3.812], [0.132, -2.210, 3.256], [-2.464, -0.401, -1.909], [1.634, 0.761, -7.016], [-1.176, 0.681, -2.370], [-1.058, -1.666, 1.229], [-0.584, 2.112, 1.341], [0.802, 1.723, 1.706], [0.897, 0.999, -2.130], [-2.083, -1.166, -0.508], [1.905, -1.039, 1.552], [1.277, 2.079, -0.714], [-2.357, 1.054, -0.473], [0.750, -0.747, 2.286], [0.559, 0.111, 1.948], [-0.154, -1.461, -1.906], [2.250, 0.461, 0.818], [0.616, -1.803, -2.042], [0.078, 0.858, -2.435], [1.430, 1.638, 1.464], [-2.112, 0.162, 1.458], [-0.682, 0.615, -2.213], [-0.633, 1.801, 1.959], [-0.171, -0.985, 2.483], [0.940, 0.071, -1.696], [-1.208, -0.133, -1.116], [-0.148, 0.225, -0.100], [0.286, -0.492, 0.219], [0.209, 0.530, -0.066], [-0.330, -0.473, -0.173], [0.022, 0.376, 0.006], [0.021, -0.267, 0.003], [-0.112, -0.003, 0.169], [0.000, -0.014, 0.069], [0.057, -0.075, -0.055], [0.152, 0.079, 0.023], [0.063, -0.036, -0.003], [-0.024, 0.022, -0.048], [-0.066, -0.028, -0.131], [0.079, 0.193, 0.005], [-0.019, -0.044, 0.065], [-0.077, -0.028, 0.096], [-0.073, -0.121, 0.199], [0.159, 0.139, -0.341], [-0.579, -0.169, 0.055], [0.688, 0.092, -0.274], [-0.255, -0.186, 0.567], [0.138, 0.128, -0.242], [-0.011, 0.164, 0.075], [-0.043, 0.065, 0.015], [0.069, -0.030, -0.078], [-0.148, -0.041, -0.079], [-0.005, 0.013, -0.084], [0.021, -0.075, 0.070], [0.072, -0.097, 0.054], [-0.096, -0.090, 0.011], [0.038, 0.057, 0.051], [-0.036, 0.166, 0.043], [-0.045, -0.150, 0.172], [0.132, 0.298, -0.360], [-0.526, -0.313, 0.048], [0.701, -0.052, -0.355], [-0.225, -0.019, 0.679], [0.060, 0.037, -0.256], [-0.011, 0.180, 0.076], [-0.043, 0.060, 0.017], [0.069, -0.029, -0.072], [-0.137, -0.046, -0.084], [0.005, 0.042, 0.021], [0.012, -0.030, 0.016], [0.057, -0.110, 0.054], [-0.075, -0.092, 0.016], [0.039, 0.065, 0.037], [-0.036, 0.181, 0.053], [0.150, 0.191, 0.134], [-0.325, -0.363, -0.293], [0.106, 0.000, 0.574], [0.127, -0.098, -0.613], [0.183, 0.288, 0.324], [-0.057, -0.117, -0.205], [-0.134, 0.140, -0.033], [-0.072, 0.016, 0.004], [0.025, -0.090, -0.055], [-0.029, -0.092, 0.139], [-0.014, -0.056, -0.004], [0.060, 0.004, 0.014], [0.128, 0.011, -0.072], [0.038, -0.013, 0.155], [-0.059, 0.048, -0.048], [-0.116, 0.106, -0.006]], "e_tot_ha": -2341.62939, "total_charge": 1, "orbital_gap_ev": 7.41, "fmax_ev_per_a": 7.5, "multiplicity": 1, "lumo_energy_ha": -0.118}



Record 2
{"formula": "C30H64F12N6O10S4", "method": "the ωB97M-V functional and the def2-TZVPD basis", "species": ["C", "N", "C", "C", "C", "C", "O", "H", "H", "H", "H", "H", "H", "H", "H", "H", "H", "H", "H", "H", "H", "C", "N", "C", "C", "C", "C", "O", "H", "H", "H", "H", "H", "H", "H", "H", "H", "H", "H", "H", "H", "H", "C", "C", "C", "N", "C", "C", "C", "C", "C", "H", "H", "H", "H", "H", "H", "H", "H", "H", "H", "H", "H", "H", "H", "H", "H", "H", "H", "C", "C", "C", "N", "C", "C", "C", "C", "C", "H", "H", "H", "H", "H", "H", "H", "H", "H", "H", "H", "H", "H", "H", "H", "H", "H", "H", "C", "F", "F", "F", "S", "O", "O", "N", "S", "O", "O", "C", "F", "F", "F", "C", "F", "F", "F", "S", "O", "O", "N", "S", "O", "O", "C", "F", "F", "F"], "positions_angstrom": [[-17.208, 6.992, -0.308], [-18.525, 7.243, 0.524], [-19.357, 8.568, 0.053], [-19.481, 6.057, 0.168], [-18.235, 7.303, 2.054], [-19.329, 7.328, 3.084], [-20.029, 6.077, 2.986], [-16.405, 7.573, 0.144], [-17.307, 7.373, -1.325], [-17.045, 5.921, -0.427], [-18.761, 9.480, 0.032], [-20.140, 8.809, 0.772], [-19.825, 8.550, -0.931], [-20.488, 6.357, 0.458], [-19.088, 5.112, 0.542], [-19.612, 6.027, -0.913], [-17.541, 8.097, 2.329], [-17.647, 6.408, 2.256], [-19.983, 8.200, 3.074], [-18.795, 7.468, 4.025], [-20.436, 5.925, 3.843], [-16.321, 4.859, -4.942], [-16.139, 5.007, -3.391], [-16.278, 3.557, -2.901], [-14.757, 5.614, -3.159], [-17.309, 5.760, -2.681], [-17.267, 7.300, -2.792], [-17.819, 7.643, -4.114], [-17.386, 4.659, -5.061], [-15.764, 3.998, -5.310], [-16.004, 5.716, -5.537], [-17.209, 3.118, -3.258], [-16.077, 3.318, -1.857], [-15.547, 2.939, -3.423], [-13.987, 4.946, -3.546], [-14.705, 5.711, -2.074], [-14.699, 6.554, -3.708], [-17.261, 5.511, -1.621], [-18.311, 5.535, -3.046], [-16.285, 7.773, -2.788], [-17.828, 7.776, -1.988], [-17.506, 8.551, -4.086], [-16.294, 0.834, 2.989], [-15.382, 2.015, 3.257], [-13.951, 1.722, 3.465], [-13.102, 2.838, 4.115], [-13.256, 4.109, 3.292], [-11.571, 2.453, 4.308], [-11.228, 2.761, 5.783], [-12.235, 3.812, 6.182], [-13.492, 3.217, 5.496], [-17.170, 1.235, 2.480], [-16.458, 0.151, 3.823], [-15.800, 0.175, 2.275], [-15.781, 2.521, 4.136], [-15.565, 2.798, 2.522], [-13.509, 1.335, 2.547], [-13.792, 0.895, 4.158], [-13.172, 3.794, 2.252], [-12.444, 4.821, 3.437], [-14.291, 4.420, 3.438], [-11.054, 3.112, 3.611], [-11.502, 1.384, 4.105], [-10.207, 3.137, 5.845], [-11.270, 1.879, 6.421], [-11.720, 4.689, 5.788], [-12.190, 3.962, 7.261], [-14.339, 3.902, 5.540], [-13.870, 2.350, 6.037], [-14.804, 8.923, 0.219], [-14.163, 7.574, 0.056], [-12.665, 7.541, -0.268], [-11.987, 6.140, -0.233], [-12.576, 5.177, -1.303], [-12.135, 5.672, 1.217], [-10.782, 5.236, 1.716], [-9.957, 5.064, 0.442], [-10.515, 6.071, -0.474], [-15.738, 8.697, 0.734], [-15.022, 9.251, -0.797], [-14.284, 9.798, 0.611], [-14.661, 7.035, -0.751], [-14.483, 6.921, 0.868], [-12.194, 8.251, 0.412], [-12.452, 7.755, -1.315], [-12.566, 5.718, -2.250], [-13.631, 4.922, -1.200], [-12.089, 4.203, -1.264], [-12.810, 4.827, 1.354], [-12.410, 6.470, 1.907], [-10.878, 4.255, 2.180], [-10.359, 5.938, 2.434], [-10.154, 4.043, 0.116], [-8.923, 5.335, 0.652], [-10.507, 5.917, -1.553], [-10.129, 7.042, -0.165], [-14.566, 2.924, -0.097], [-14.566, 2.109, 0.958], [-13.281, 3.166, -0.568], [-15.255, 2.310, -1.099], [-15.518, 4.513, 0.357], [-15.592, 5.282, -0.961], [-16.776, 3.966, 0.871], [-14.432, 5.153, 1.570], [-15.345, 5.896, 2.427], [-16.078, 6.967, 1.707], [-16.067, 5.169, 3.455], [-14.035, 6.982, 3.433], [-13.521, 7.972, 2.710], [-14.612, 7.541, 4.539], [-13.084, 6.171, 3.920], [-18.814, 11.795, 2.102], [-18.941, 12.891, 1.367], [-18.696, 12.268, 3.359], [-19.878, 10.942, 2.025], [-17.175, 10.894, 1.596], [-17.630, 9.711, 0.816], [-16.345, 11.852, 0.861], [-16.542, 10.360, 3.165], [-15.474, 9.247, 2.989], [-16.016, 7.897, 3.153], [-14.545, 9.351, 1.824], [-14.339, 9.479, 4.533], [-13.871, 10.702, 4.541], [-15.066, 9.290, 5.672], [-13.391, 8.564, 4.573]], "forces_ev_per_a": [[-1.822, 1.534, 2.273], [-1.709, 0.781, -1.262], [-1.109, -1.045, -0.627], [0.211, 1.586, -0.177], [-1.060, -0.361, 0.091], [-0.472, -0.256, -0.868], [0.067, 0.688, 0.567], [-1.160, -0.926, -1.017], [0.932, -1.241, 5.494], [-1.191, 1.976, 2.146], [-1.177, -1.349, -0.893], [0.066, -0.748, 0.183], [-0.071, -1.417, -0.139], [0.256, -0.510, 0.827], [-0.258, 0.289, 0.278], [0.650, 0.008, -0.221], [-1.359, -0.187, -0.948], [-1.709, 0.124, -0.038], [-0.418, -0.018, -0.484], [0.218, -0.473, 0.185], [-0.249, -0.212, 0.034], [-0.717, 0.029, 0.740], [-0.855, -0.958, -1.443], [0.340, -0.179, -1.167], [-0.955, 0.035, -0.677], [0.218, 1.220, -0.446], [-0.621, -0.271, -5.166], [0.960, -0.145, 1.384], [0.129, 0.159, -0.309], [0.104, 0.008, 0.443], [-0.204, 0.289, 0.626], [-0.340, 0.584, 0.196], [-1.567, 1.911, -1.667], [0.364, 0.347, -0.241], [-0.355, -0.250, -0.169], [0.760, 0.811, -2.086], [-0.089, -0.058, 0.055], [-0.534, -0.615, -2.180], [0.394, -0.774, -0.722], [0.342, -0.336, 0.658], [-2.104, 1.190, -3.718], [-0.546, 0.565, -1.187], [0.990, -0.502, -1.048], [-1.601, 1.737, 1.592], [1.540, -0.995, 1.288], [0.797, 0.613, -0.220], [1.151, -4.276, -0.249], [-1.224, -0.141, 0.282], [0.672, -0.652, -0.478], [1.067, -0.879, -0.365], [-0.861, 1.134, 1.739], [-0.328, -0.438, 0.500], [-0.442, 0.572, 0.256], [-0.025, -0.080, -0.425], [0.050, -0.076, 0.464], [0.156, -0.400, 0.274], [0.630, 0.629, 0.155], [-0.373, -0.141, 0.248], [0.114, -1.037, 0.987], [-0.323, -1.983, 0.246], [1.203, -0.636, 0.904], [0.183, -0.586, 0.105], [0.262, 0.242, -0.418], [0.033, -0.071, -0.026], [-0.160, -0.158, -0.225], [-1.301, 0.731, -0.449], [-0.890, -0.219, -0.043], [0.003, 0.107, -0.606], [0.492, -0.290, 0.033], [-0.878, -0.983, -8.912], [1.087, -1.298, -1.086], [-0.046, -0.349, -1.009], [-2.037, -0.934, 1.810], [-0.167, 1.657, 0.555], [1.640, -0.641, 0.398], [0.683, -0.373, -0.378], [0.282, -0.506, 0.867], [-0.645, 1.959, -1.002], [0.137, 0.684, -2.004], [-0.875, -0.198, -1.525], [0.991, 0.572, -4.381], [0.192, 0.693, -0.171], [1.709, 1.492, -1.018], [0.747, -0.393, -0.097], [-0.231, 1.012, 0.036], [0.921, -0.083, 0.120], [1.091, 1.055, 0.671], [1.066, 1.346, -0.610], [1.438, 1.327, -1.396], [-0.419, -0.028, -1.260], [0.246, 0.269, 0.128], [0.145, -0.005, -0.089], [0.715, -0.028, -0.318], [0.157, -0.778, -0.372], [1.176, 0.113, 0.137], [0.140, 0.170, -0.478], [0.319, -0.621, -0.476], [0.771, 0.753, -2.315], [-2.959, -2.988, 2.143], [2.112, -1.053, 2.586], [0.195, 0.275, -0.428], [1.586, -4.228, 6.387], [1.776, 0.814, -0.938], [-2.236, -5.156, -7.792], [-5.258, 7.132, 4.942], [3.880, -10.210, -4.731], [0.352, 0.329, -0.755], [-2.226, -0.922, 1.418], [2.715, -5.398, -0.508], [-8.240, -14.668, -0.352], [0.235, 3.654, 1.149], [0.268, 0.793, 1.742], [-0.359, -1.228, -0.651], [-0.131, -1.156, -0.628], [1.460, 1.278, -0.211], [1.859, -0.291, 0.193], [3.980, 3.560, 3.165], [-1.466, -1.338, 1.635], [-1.554, 1.585, -2.839], [0.419, 0.745, 2.270], [-1.237, 8.999, 6.011], [-2.136, 4.352, 13.061], [-1.720, 1.486, 1.364], [0.536, 0.190, -0.126], [0.097, 1.084, -0.259], [12.527, 12.468, 3.477]], "e_tot_ha": -5051.47128, "total_charge": 2, "orbital_gap_ev": 6.75, "fmax_ev_per_a": 18.0, "multiplicity": 1, "lumo_energy_ha": -0.170}



What is the multiplicity in the second record? 1



Which value of multiplicity does entry 1 give? 1